Entry 1:
{"formula": "C17H22N4O5", "method": "wB97M-V/def2-TZVPD", "total_charge": 0, "smiles": "NCCc1ccc(C(=O)NCC(=O)N2CCN(CC(=O)O)C(=O)C2)cc1", "multiplicity": 1, "mol_weight_g_mol": 362.39, "homo_energy_ha": -0.3462, "orbital_gap_ev": 9.6, "species": ["N", "C", "C", "C", "C", "C", "C", "C", "O", "N", "C", "C", "O", "N", "C", "C", "N", "C", "C", "O", "O", "C", "O", "C", "C", "C", "H", "H", "H", "H", "H", "H", "H", "H", "H", "H", "H", "H", "H", "H", "H", "H", "H", "H", "H", "H", "H", "H"], "positions_angstrom": [[4.44640, -1.48098, 3.95335], [3.43201, -1.26728, 2.89898], [4.10620, -1.27636, 1.50667], [3.06765, -1.32131, 0.46430], [2.53291, -2.52518, 0.03090], [1.56818, -2.62947, -0.96933], [1.13455, -1.42837, -1.59607], [0.08277, -1.43332, -2.61062], [-0.52782, -2.44541, -2.91912], [-0.25863, -0.27668, -3.24890], [-1.58690, -0.04075, -3.84981], [-2.31686, 1.18841, -3.23649], [-2.68133, 2.09100, -3.98700], [-2.53121, 1.30160, -1.85083], [-2.43094, 0.12685, -0.96868], [-3.28944, 0.31570, 0.30841], [-2.97645, 1.58058, 1.00433], [-2.48201, 1.47129, 2.37012], [-0.98854, 1.10784, 2.50104], [-0.62474, 0.71516, 3.59434], [-0.14579, 1.24427, 1.45948], [-2.75801, 2.71260, 0.20883], [-2.43932, 3.82535, 0.63306], [-2.91106, 2.58046, -1.30506], [1.72942, -0.20488, -1.19846], [2.61432, -0.16464, -0.14426], [5.02630, -0.67150, 4.02500], [4.01185, -1.69412, 4.83877], [2.64590, -1.99786, 2.96165], [2.94841, -0.29214, 3.07674], [4.76557, -0.38379, 1.43130], [4.72869, -2.14789, 1.39561], [2.89548, -3.42727, 0.50905], [1.12825, -3.61326, -1.22053], [0.30901, 0.50769, -2.98345], [-1.49385, 0.16550, -4.91222], [-2.22167, -0.91195, -3.75484], [-1.39785, -0.12398, -0.72874], [-2.81535, -0.74974, -1.49441], [-3.16429, -0.56683, 0.98275], [-4.33912, 0.34180, -0.00473], [-3.08347, 0.75892, 2.93391], [-2.57561, 2.43721, 2.86536], [0.72774, 0.91930, 1.75254], [-3.95039, 2.76319, -1.56098], [-2.31659, 3.40534, -1.73329], [1.41504, 0.72378, -1.61249], [2.99062, 0.79111, 0.18381]], "forces_ev_per_a": [[-0.69, -0.89, -0.76], [1.16, 0.87, 0.51], [-0.01, 0.54, 1.16], [-0.33, 0.35, -1.02], [-0.20, -0.70, -0.13], [-0.40, 0.80, -0.11], [1.54, 0.33, 0.94], [-1.59, -0.94, -1.53], [0.04, -0.56, 0.59], [-0.15, 0.56, 0.49], [0.44, 0.59, 0.76], [-0.43, 1.11, 0.23], [0.43, -0.69, 0.74], [1.01, -1.65, -1.16], [-0.26, -0.06, 0.17], [0.24, 0.03, -0.60], [0.33, 0.06, -0.82], [0.59, 0.85, -1.20], [-0.04, -0.72, 1.77], [0.12, 0.27, -1.03], [-0.68, -0.02, 0.08], [0.66, 0.71, 0.76], [-0.48, -1.70, 0.17], [-0.22, 0.18, 0.09], [-0.77, -1.46, 0.46], [0.20, 0.26, -0.19], [0.30, 0.43, 0.31], [0.07, 0.20, 0.11], [-0.15, -0.59, 0.03], [-0.15, -0.09, -0.42], [-0.45, -0.49, -0.13], [0.34, -0.39, 0.27], [-0.04, -0.13, -0.03], [0.30, 0.88, -0.03], [-0.41, 0.43, -0.34], [-0.03, 0.17, 0.01], [0.21, -0.44, 0.21], [0.14, 0.29, 0.29], [-0.10, 0.04, -0.03], [0.05, 0.87, -0.45], [0.04, -0.08, 0.11], [0.28, -0.07, -0.08], [-0.04, 0.09, -0.05], [-0.32, 0.10, -0.01], [-0.33, 0.34, 0.01], [-0.26, -0.49, 0.12], [-0.12, 0.55, -0.28], [0.20, 0.21, 0.02]]}

***

Entry 2:
{"formula": "C8H12Br12O3", "method": "wB97M-V/def2-TZVPD", "total_charge": 0, "multiplicity": 1, "mol_weight_g_mol": 1115.03, "homo_energy_ha": -0.3647, "orbital_gap_ev": 9.7, "species": ["C", "O", "C", "C", "O", "C", "O", "H", "H", "H", "H", "H", "H", "H", "H", "C", "Br", "Br", "Br", "H", "C", "Br", "Br", "Br", "H", "C", "Br", "Br", "Br", "H", "C", "Br", "Br", "Br", "H"], "positions_angstrom": [[-1.48923, -2.29412, -2.82332], [-0.32051, -2.21104, -2.03156], [-0.30238, -1.04649, -1.22499], [0.70515, -1.19690, -0.08509], [0.10775, -1.24506, 1.22345], [-0.53147, -0.11088, 1.53252], [-0.27274, 0.95963, 1.07566], [-2.37664, -1.83224, -2.35968], [-1.72748, -3.35631, -2.95349], [-1.33839, -1.85276, -3.81702], [-1.31473, -0.80321, -0.87415], [0.02458, -0.19965, -1.85374], [1.50645, -0.45194, -0.12214], [1.20039, -2.16281, -0.22377], [-1.38035, -0.21277, 2.21478], [-4.22871, 0.78868, -3.80117], [-2.37846, 1.09688, -3.35671], [-4.62011, -1.10151, -3.80780], [-5.41913, 1.75753, -2.63471], [-4.39147, 1.16232, -4.80262], [1.07190, -1.41174, 5.36365], [0.34507, -0.14622, 4.09946], [2.14378, -0.54195, 6.71133], [-0.30902, -2.50820, 6.14335], [1.72785, -2.06992, 4.81005], [4.86246, 0.25357, 1.00254], [4.97891, -1.49727, 0.19840], [5.74366, 1.59301, -0.06865], [3.03473, 0.73539, 1.38477], [5.38550, 0.20593, 1.94770], [-0.05445, 3.82322, -0.14245], [0.01109, 3.96388, -2.06829], [1.22207, 4.99754, 0.70164], [-1.84011, 4.10595, 0.52694], [0.22404, 2.80945, 0.11510]], "forces_ev_per_a": [[-0.23, -0.51, -0.26], [-0.41, 0.01, 0.64], [0.40, 0.64, -0.49], [0.76, -0.66, -0.63], [-0.81, 0.09, -0.31], [-0.58, -0.53, -0.19], [0.42, 1.00, -0.59], [0.53, -0.03, 0.02], [0.15, 0.13, -0.05], [-0.04, 0.07, 0.18], [0.17, -0.11, 0.15], [-0.17, -0.04, 0.15], [-0.65, -0.11, -0.03], [-0.19, 0.05, 0.20], [0.13, -0.56, -0.02], [0.04, -0.03, 0.09], [-0.18, 0.22, -0.03], [-0.22, 0.15, -0.11], [0.12, -0.09, -0.07], [0.02, -0.05, 0.02], [0.03, 0.02, 0.05], [0.45, 0.00, 1.18], [-0.10, -0.06, -0.10], [0.09, 0.11, -0.06], [-0.03, 0.03, 0.00], [0.01, 0.06, 0.01], [-0.04, 0.12, 0.03], [-0.09, -0.11, 0.06], [0.41, 0.24, 0.21], [-0.01, -0.01, -0.04], [0.01, -0.06, 0.02], [0.01, 0.00, 0.13], [-0.10, -0.06, -0.08], [0.14, 0.00, -0.08], [-0.07, 0.09, -0.01]]}

***

Entry 3:
{"formula": "C22H45LuN2P3SSe", "method": "wB97M-V/def2-TZVPD", "total_charge": 3, "multiplicity": 1, "mol_weight_g_mol": 716.53, "homo_energy_ha": -0.5817, "orbital_gap_ev": 6.6, "species": ["Lu", "P", "P", "P", "H", "C", "C", "H", "C", "C", "C", "C", "C", "C", "C", "C", "C", "H", "H", "H", "H", "H", "H", "H", "H", "H", "H", "H", "H", "H", "H", "H", "H", "H", "H", "H", "H", "H", "H", "H", "H", "H", "H", "H", "H", "H", "C", "C", "C", "C", "C", "C", "S", "H", "H", "H", "H", "H", "H", "C", "N", "C", "C", "N", "C", "C", "Se", "H", "H", "H", "H", "H", "H", "H", "H"], "positions_angstrom": [[0.65128, -0.76725, -0.69006], [2.20836, 1.12810, 0.68892], [-1.13713, -0.02215, 1.52458], [-1.12146, 1.56938, -1.64710], [0.84494, -3.61126, -6.21024], [0.89387, -2.50632, -6.20653], [1.87670, -1.68240, -5.81202], [2.60355, -1.88121, -5.01252], [3.81509, 0.69711, 1.48390], [1.63408, 2.32210, 1.97294], [2.82268, 2.34182, -0.57338], [-2.71022, -0.94730, 1.33896], [-0.77605, -0.41578, 3.26101], [-1.88013, 1.60882, 1.95674], [-0.94991, 2.19769, -3.35429], [-0.72708, 3.13193, -0.78815], [-2.94978, 1.34616, -1.42001], [0.06166, -2.03734, -6.74539], [1.97245, -0.73792, -6.35020], [4.13098, -0.30199, 1.14803], [3.71065, 0.69035, 2.58130], [4.56357, 1.45454, 1.19418], [1.21432, 1.78706, 2.83358], [0.87218, 3.00529, 1.58107], [2.49112, 2.91854, 2.32192], [3.06367, 1.80872, -1.50887], [3.73705, 2.80191, -0.16432], [2.08212, 3.12709, -0.79226], [-3.43304, -0.50942, 2.04163], [-2.56671, -2.00358, 1.58776], [-3.09799, -0.88402, 0.31540], [-1.13585, 0.39666, 3.90443], [0.29279, -0.54494, 3.43181], [-1.28855, -1.33098, 3.56895], [-2.53885, 1.45386, 2.82321], [-2.46784, 2.05561, 1.15548], [-1.10103, 2.31343, 2.26011], [-1.65228, 2.98886, -3.64820], [-1.01940, 1.38516, -4.08023], [0.04396, 2.64968, -3.43912], [-1.15597, 4.03088, -1.24723], [0.34800, 3.30907, -0.79524], [-1.01018, 3.16863, 0.25879], [-3.56357, 1.92716, -2.12173], [-3.31663, 1.60837, -0.42632], [-3.21102, 0.29486, -1.56354], [0.59899, -2.16410, -3.43907], [-0.57132, -2.08124, -4.22628], [-1.30391, -3.23676, -4.43441], [-0.90734, -4.41262, -3.80563], [0.34334, -4.55224, -3.20338], [1.11206, -3.41028, -3.04236], [1.43769, -0.62298, -3.23990], [0.28873, 0.16298, -2.64376], [-0.81373, -1.15507, -4.78203], [-2.17310, -3.24080, -5.09039], [-1.61221, -5.24606, -3.80486], [0.67665, -5.50267, -2.79679], [2.05235, -3.45494, -2.49580], [-1.13395, -4.44941, 1.56185], [-0.24526, -3.90336, 2.59811], [-0.46640, -3.94521, 3.96436], [0.57632, -3.37121, 4.60163], [1.46269, -2.96822, 3.61329], [2.73325, -2.27989, 3.89312], [0.93386, -3.24792, 2.36963], [1.73283, -2.97089, 0.66671], [-1.89262, -3.67932, 1.30611], [-1.61222, -5.35514, 1.99355], [-0.50052, -4.70014, 0.68335], [-1.34764, -4.36418, 4.35731], [0.79209, -3.17146, 5.63420], [3.26209, -2.82284, 4.71007], [3.37287, -2.27033, 2.98923], [2.54783, -1.23299, 4.24021]], "forces_ev_per_a": [[-0.26, -0.27, 1.05], [1.12, 1.67, 0.26], [-1.26, 0.18, 0.54], [-1.08, 1.10, -0.04], [0.08, 0.75, 1.02], [0.66, 0.19, -1.27], [-0.06, -0.38, -0.91], [0.31, -0.49, -1.07], [0.05, -0.77, -0.13], [-0.53, -0.12, 0.05], [-0.03, -0.25, -0.26], [-0.10, -0.17, -0.24], [0.67, -0.38, 0.60], [0.02, 0.56, -0.32], [0.32, -0.20, -0.46], [0.41, 0.58, 0.51], [-0.22, -0.34, -0.12], [0.62, -0.34, -0.58], [-0.24, 0.19, 0.73], [0.17, 0.38, 0.18], [-0.01, -0.05, -0.45], [-0.31, -0.42, 0.20], [0.12, 0.13, -0.11], [0.21, -0.16, 0.08], [-0.19, -0.26, -0.24], [0.09, 0.34, 0.27], [-0.41, -0.06, -0.33], [0.52, -0.39, 0.11], [0.08, -0.25, -0.26], [-0.09, 0.32, -0.03], [-0.05, -0.01, 0.30], [0.19, -0.28, -0.16], [0.00, -0.03, 0.11], [0.14, 0.04, -0.09], [0.16, -0.08, -0.35], [0.13, -0.05, 0.24], [-0.15, -0.08, -0.02], [-0.11, -0.31, 0.46], [-0.02, 0.10, -0.06], [0.04, -0.19, -0.04], [-0.24, -0.44, -0.25], [-0.16, -0.14, -0.18], [-0.13, -0.22, -0.06], [0.50, -0.01, -0.02], [0.31, 0.01, -0.11], [0.02, 0.06, -0.16], [-1.37, -0.24, 0.43], [-0.15, 0.01, 0.04], [-0.27, 0.30, 0.41], [-0.16, -0.83, -0.04], [-0.66, 0.28, -0.03], [0.13, 0.97, 0.88], [-0.57, 1.27, 1.18], [1.41, -0.86, -1.33], [0.04, -0.59, 0.74], [0.07, 0.09, 0.32], [0.43, 0.02, -0.27], [-0.05, 0.14, -0.16], [0.02, -0.04, -0.23], [0.03, -0.16, 0.12], [1.19, 0.94, 0.17], [0.33, 0.11, -0.42], [0.45, 0.16, -1.04], [-0.41, 0.13, -1.30], [0.47, 0.23, 0.35], [-0.30, -0.32, 1.52], [-0.25, 0.26, 0.12], [0.46, -0.82, 0.01], [0.25, 0.63, -0.53], [-0.66, 0.07, 0.59], [-0.78, -0.50, 0.39], [-0.09, -0.19, 0.16], [-0.40, 0.36, -0.67], [-0.48, -0.08, 0.54], [0.05, -0.83, -0.33]]}